*w*
DFT (the ωB97M-V functional and the def2-TZVPD basis) results for an isolated molecule of C4H7NS.

```
13
Properties=species:S:1:pos:R:3:nbo_charge:R:1
H 0.704 -0.848 1.639 0.23
H -1.490 -0.188 1.229 0.21
C -0.813 -0.094 -0.890 -0.49
S 0.943 -2.449 -1.293 0.05
C 0.414 -1.094 -0.572 -0.08
H -1.773 -0.253 -1.696 0.26
H 0.907 1.811 0.519 0.38
H -0.227 0.828 -1.401 0.23
H 2.145 -0.314 0.411 0.23
C -0.958 0.561 0.466 -0.26
H -1.500 1.497 0.223 0.22
N 0.528 0.925 0.824 -0.66
C 1.121 -0.382 0.539 -0.32
```

Values from the calculation:
highest occupied orbital energy = -0.306 Ha
multiplicity = 1
molar mass = 101.17 g/mol
HOMO-LUMO gap = 8.29 eV
structure (SMILES) = S=C1CCNC1



*x*
DFT (the ωB97M-V functional and the def2-TZVPD basis) results for an isolated molecule of C4H7NS.

```
13
Properties=species:S:1:pos:R:3:nbo_charge:R:1
N -0.845 1.152 0.054 -0.56
H 0.811 -1.275 1.166 0.20
C -0.238 -0.096 -0.350 -0.17
C -2.854 -0.342 -0.240 -0.62
H -0.372 -0.437 -1.372 0.22
C -1.558 -0.096 0.386 -0.08
C 0.982 -0.566 0.342 -0.27
H -0.389 1.482 0.851 0.35
H -2.744 0.016 -1.248 0.22
H -1.542 -0.340 1.452 0.18
H -3.067 -1.435 -0.258 0.21
S 2.431 0.018 -0.127 0.09
H -3.669 0.239 0.238 0.22
```

Values from the calculation:
highest occupied orbital energy = -0.330 Ha
multiplicity = 1
molar mass = 101.17 g/mol
HOMO-LUMO gap = 8.38 eV
structure (SMILES) = C[C@@H]1N[C@H]1C=S



It turns out *x* is the most stable, with the second structure 112.4 kJ/mol higher.



*w*
DFT (the ωB97M-V functional and the def2-TZVPD basis) results for an isolated molecule of C4H7NS.

```
13
Properties=species:S:1:pos:R:3:nbo_charge:R:1
H 0.874 1.292 -0.252 0.21
H 1.652 -0.187 -1.600 0.21
C 1.118 0.262 0.318 -0.44
H -1.336 1.676 0.284 0.20
S 1.741 0.337 1.969 0.19
H -2.056 0.279 0.658 0.21
C 0.695 -0.625 -0.887 -0.27
H 0.855 -1.797 -0.856 0.22
H -0.128 -1.071 1.317 0.20
H -1.393 -0.822 -1.258 0.37
N -0.795 0.033 -1.071 -0.61
C -0.065 0.050 1.150 -0.22
C -1.161 0.571 0.229 -0.28
```

Values from the calculation:
highest occupied orbital energy = -0.336 Ha
multiplicity = 1
molar mass = 101.17 g/mol
HOMO-LUMO gap = 9.30 eV
structure (SMILES) = C1NC[C@@H]2S[C@@H]12



*x*
DFT (the ωB97M-V functional and the def2-TZVPD basis) results for an isolated molecule of C4H7NS.

```
13
Properties=species:S:1:pos:R:3:nbo_charge:R:1
S -0.257 1.737 0.140 0.08
C 0.497 0.037 0.361 -0.38
H 0.153 2.250 -2.298 0.21
H -1.499 1.599 -2.049 0.21
C -0.148 -0.620 1.538 -0.64
H 0.360 -1.524 2.038 0.22
H -1.163 -0.795 1.210 0.22
C -0.457 1.534 -1.774 -0.32
C 0.392 -0.478 -1.171 0.13
H 0.855 -1.428 -1.457 0.19
N -0.056 0.166 -2.117 -0.38
H -0.192 0.080 2.427 0.23
H 1.668 0.175 0.567 0.22
```

Values from the calculation:
highest occupied orbital energy = -0.323 Ha
multiplicity = 1
molar mass = 101.17 g/mol
HOMO-LUMO gap = 9.69 eV
structure (SMILES) = C[C@H]1C=NCS1



It turns out *x* is the most stable, with the second structure 402.1 kJ/mol higher.



*w*
DFT (the ωB97M-V functional and the def2-TZVPD basis) results for an isolated molecule of C11H10O2.

```
23
Properties=species:S:1:pos:R:3:nbo_charge:R:1
C 2.317 0.709 0.140 0.30
O -1.683 -1.412 0.620 -0.48
C -2.223 0.932 0.794 -0.23
C 0.922 1.003 0.254 -0.23
C 2.759 -0.566 -0.065 -0.30
C -1.383 -0.144 0.171 0.24
H 0.637 1.978 0.316 0.22
H -1.256 2.512 -0.622 0.20
H 3.795 -0.851 0.021 0.21
C 0.081 -0.042 0.050 -0.03
H -2.782 1.112 1.663 0.23
H 2.207 -2.760 -0.570 0.22
C -2.113 2.017 -0.273 -0.40
H -3.043 2.549 -0.241 0.20
C 0.529 -1.411 -0.109 -0.05
C -0.744 -2.272 0.006 -0.09
H -1.042 -2.606 -0.997 0.17
H -3.241 0.329 -1.235 0.23
H 4.091 1.533 0.022 0.49
C 1.864 -1.712 -0.274 -0.19
O 3.227 1.680 0.431 -0.68
C -2.382 0.583 -0.664 -0.23
H -0.537 -3.162 0.560 0.20
```

Values from the calculation:
highest occupied orbital energy = -0.309 Ha
multiplicity = 1
molar mass = 174.20 g/mol
HOMO-LUMO gap = 9.26 eV
structure (SMILES) = Oc1ccc2c(c1)[C@]1(OC2)[C@@H]2C[C@@H]21



*x*
DFT (the ωB97M-V functional and the def2-TZVPD basis) results for an isolated molecule of C11H10O2.

```
23
Properties=species:S:1:pos:R:3:nbo_charge:R:1
H 0.492 2.996 0.457 0.20
O -3.686 -1.571 0.053 -0.68
C -0.595 1.179 -0.008 -0.18
H -4.535 -1.115 0.058 0.47
C 0.605 2.092 -0.148 -0.06
C 2.747 -0.703 -0.753 -0.25
H 3.671 -0.617 1.458 0.24
C 1.953 0.164 0.125 0.43
H 1.419 -2.272 0.052 0.22
C -2.936 0.715 0.059 -0.35
H -1.186 -2.183 0.073 0.22
C 2.846 -0.767 0.792 -0.25
C -2.679 -0.652 0.053 0.39
C 2.457 -1.966 -0.007 -0.37
C -1.363 -1.121 0.059 -0.37
H 3.486 -0.498 -1.499 0.24
C -0.381 -0.176 0.043 -0.03
C -1.904 1.639 0.026 -0.17
H -2.132 2.695 0.013 0.20
O 1.818 1.488 0.297 -0.50
H 0.705 2.393 -1.203 0.18
H 3.162 -2.782 -0.074 0.22
H -3.962 1.060 0.074 0.20
```

Values from the calculation:
highest occupied orbital energy = -0.285 Ha
multiplicity = 1
molar mass = 174.20 g/mol
HOMO-LUMO gap = 8.71 eV



It turns out *w* is the most stable, with the second structure 176.1 kJ/mol higher.



*w*
DFT (the ωB97M-V functional and the def2-TZVPD basis) results for the ion C6H12NS with charge +1.

```
20
Properties=species:S:1:pos:R:3:nbo_charge:R:1
H 1.242 -2.351 0.756 0.25
H -0.182 -1.032 2.242 0.25
C -0.128 0.025 2.033 -0.22
C 0.269 -0.087 -1.895 -0.47
N -0.079 0.282 0.544 -0.42
H 0.543 1.098 0.205 0.46
H 0.458 0.656 2.712 0.26
H 1.046 2.114 -2.369 0.15
H -3.055 1.459 2.127 0.27
C -1.231 0.625 1.291 0.12
C -2.364 1.224 1.219 -0.33
H 1.472 -2.368 -1.126 0.26
H 2.245 -0.920 -0.219 0.23
H 0.565 -0.610 -2.854 0.29
H -2.580 1.809 0.340 0.24
H -0.771 -1.329 -0.455 0.23
S 1.741 1.221 -1.736 -0.07
C 0.109 -0.720 -0.539 -0.09
C 1.330 -1.636 -0.233 -0.65
H -0.632 0.539 -2.041 0.23
```

Values from the calculation:
highest occupied orbital energy = -0.499 Ha
multiplicity = 1
total charge = +1
molar mass = 130.24 g/mol
HOMO-LUMO gap = 10.48 eV
structure (SMILES) = C=C1C[N@H+]1[C@H](C)CS



*x*
DFT (the ωB97M-V functional and the def2-TZVPD basis) results for the ion C6H12NS with charge +1.

```
20
Properties=species:S:1:pos:R:3:nbo_charge:R:1
C 2.735 -0.103 0.222 -0.63
C 1.843 0.513 -0.807 -0.21
H -2.730 -1.852 1.824 0.24
H 3.627 -0.261 -0.268 0.24
C -1.953 -1.231 1.877 -0.65
C -1.664 -0.301 0.803 -0.35
H 2.136 0.209 -1.780 0.21
H 2.960 0.539 1.014 0.23
H 2.367 -1.065 0.662 0.21
C -0.452 0.885 -1.453 0.14
H -2.045 -0.473 2.642 0.26
H 0.034 -0.495 0.016 0.41
N 0.365 0.274 -0.676 -0.52
H 1.852 1.654 -0.585 0.22
H -1.321 0.674 0.951 0.25
H -0.951 -1.863 2.184 0.26
H -2.410 1.117 -2.310 0.26
C -1.822 0.653 -1.623 -0.59
H 0.055 1.533 -2.174 0.24
S -2.627 -0.408 -0.521 0.77
```

Values from the calculation:
highest occupied orbital energy = -0.461 Ha
multiplicity = 1
total charge = +1
molar mass = 130.24 g/mol
HOMO-LUMO gap = 6.90 eV



*y*
DFT (the ωB97M-V functional and the def2-TZVPD basis) results for the ion C6H12NS with charge +1.

```
20
Properties=species:S:1:pos:R:3:nbo_charge:R:1
H -1.822 -2.079 0.238 0.24
C -0.451 0.549 0.496 0.04
S 2.243 -0.030 0.822 0.06
H -2.309 -0.201 1.354 0.26
H 2.076 -0.280 -1.963 0.24
C 0.765 -0.135 -0.176 -0.05
H -0.067 -1.767 -1.209 0.45
H -0.157 2.626 -0.158 0.24
N 0.303 -1.551 -0.264 -0.53
H -0.625 -2.488 1.362 0.23
C 1.108 0.264 -1.640 -0.66
H 0.425 0.120 -2.427 0.24
H 0.128 2.238 1.448 0.24
C -0.552 2.027 0.587 -0.65
H 1.030 -2.229 0.067 0.46
H 1.382 1.402 -1.721 0.27
C -0.929 -1.720 0.659 -0.24
C -1.315 -0.356 0.933 -0.23
H -1.539 2.298 1.040 0.26
H 1.825 0.576 1.879 0.15
```

Values from the calculation:
highest occupied orbital energy = -0.503 Ha
multiplicity = 1
total charge = +1
molar mass = 130.24 g/mol
HOMO-LUMO gap = 10.54 eV
structure (SMILES) = CC1=CC[NH2+][C@]1(C)S



*z*
DFT (the ωB97M-V functional and the def2-TZVPD basis) results for the ion C6H12NS with charge +1.

```
20
Properties=species:S:1:pos:R:3:nbo_charge:R:1
H 2.306 2.228 -0.444 0.26
C 1.613 -1.268 -0.306 -0.53
C 1.897 1.252 -0.732 -0.33
N 0.087 0.450 0.679 -0.56
H -0.084 -1.699 1.069 0.26
H -2.611 -0.974 -0.681 0.26
C 0.665 -0.866 0.892 -0.28
H 1.263 -0.934 1.879 0.25
S 2.888 0.047 -0.293 0.59
H 0.131 0.950 1.537 0.41
C -1.234 0.445 0.205 0.13
C -2.123 1.335 0.690 -0.39
H 1.199 1.103 -1.433 0.22
H -3.203 1.407 0.364 0.23
H 2.178 -2.115 -0.128 0.25
H 1.168 -1.408 -1.271 0.25
H -1.892 2.022 1.439 0.20
H -0.907 -1.395 -0.690 0.21
H -1.755 -0.083 -1.889 0.26
C -1.585 -0.499 -0.885 -0.69
```

Values from the calculation:
highest occupied orbital energy (spin up / spin down) = -0.462 / -0.462 Ha
multiplicity = 1
total charge = +1
molar mass = 130.24 g/mol
HOMO-LUMO gap (spin up / spin down) = 7.08 / 7.08 eV



It turns out *y* is the most stable, with the second structure 167.0 kJ/mol higher.



*w*
DFT (the ωB97M-V functional and the def2-TZVPD basis) results for an isolated molecule of C3H7N3O2.

```
15
Properties=species:S:1:pos:R:3:nbo_charge:R:1
O 4.224 -0.015 -0.115 -0.52
N 0.623 0.107 -0.579 -0.63
H 2.974 -1.795 1.547 0.50
C 2.011 0.320 -0.618 0.14
H -2.968 0.183 -0.929 0.35
H -0.023 -0.361 1.482 0.21
C -1.525 -0.651 0.133 0.14
H 2.472 1.171 -1.104 0.22
H 0.235 -1.722 0.426 0.24
N 3.053 -0.377 -0.094 0.32
H -2.098 -1.307 0.793 0.17
O 2.673 -1.561 0.586 -0.64
C -0.118 -0.713 0.423 -0.28
H 0.111 0.717 -1.205 0.44
N -1.959 0.251 -0.729 -0.65
```

Values from the calculation:
highest occupied orbital energy = -0.271 Ha
multiplicity = 1
molar mass = 117.11 g/mol
HOMO-LUMO gap = 7.90 eV
structure (SMILES) = [H]/N=C/CN/C=[N+](/[O-])O



*x*
DFT (the ωB97M-V functional and the def2-TZVPD basis) results for an isolated molecule of C3H7N3O2.

```
15
Properties=species:S:1:pos:R:3:nbo_charge:R:1
O 0.857 0.224 -2.370 -0.62
H 1.984 0.908 1.172 0.20
N -1.179 -0.311 -1.209 -0.74
C 0.322 -0.106 -1.336 0.77
H -1.742 0.404 -1.662 0.41
H -1.782 0.494 2.124 0.41
H -1.478 -1.251 -1.460 0.42
H -0.898 1.539 1.016 0.39
H 2.665 0.283 -0.361 0.23
N -1.434 0.703 1.198 -0.89
O -1.236 -1.569 0.941 -0.67
N 0.634 -0.129 -0.051 -0.53
C -0.975 -0.449 0.559 0.83
H 2.292 -0.822 0.981 0.21
C 1.968 0.082 0.457 -0.42
```

Values from the calculation:
highest occupied orbital energy = -0.351 Ha
multiplicity = 1
molar mass = 117.11 g/mol
HOMO-LUMO gap = 10.18 eV
structure (SMILES) = CN1C(=O)[NH2+][C@@]1(N)[O-]



*y*
DFT (the ωB97M-V functional and the def2-TZVPD basis) results for an isolated molecule of C3H7N3O2.

```
15
Properties=species:S:1:pos:R:3:nbo_charge:R:1
O 1.025 -1.722 0.371 -0.65
O -1.716 -1.166 0.526 -0.70
H 1.057 1.224 1.633 0.22
H -1.655 -0.833 -1.526 0.17
H -0.296 2.383 0.165 0.38
H -0.257 -0.043 1.821 0.23
C -1.330 -0.419 -0.574 0.21
H 1.341 0.817 -1.472 0.39
N -0.595 1.447 0.407 -0.36
C 0.263 0.647 1.168 -0.29
N -1.349 0.910 -0.544 -0.26
N 1.629 -0.019 -0.993 -0.86
H 2.357 -0.588 -1.395 0.40
C 0.819 -0.596 -0.052 0.62
H -1.294 -2.041 0.466 0.50
```

Values from the calculation:
highest occupied orbital energy = -0.310 Ha
multiplicity = 1
molar mass = 117.11 g/mol
HOMO-LUMO gap = 8.78 eV
structure (SMILES) = NC(=O)CN/N=C\O



*z*
DFT (the ωB97M-V functional and the def2-TZVPD basis) results for an isolated molecule of C3H7N3O2.

```
15
Properties=species:S:1:pos:R:3:nbo_charge:R:1
O 0.686 -1.211 -0.466 -0.35
H -0.927 2.520 0.023 0.36
H 1.593 0.279 -1.361 0.40
N -1.372 1.585 0.060 -0.67
C -0.437 -0.413 -0.218 0.55
H -1.482 -2.208 0.454 0.25
O 3.562 0.651 0.234 -0.57
C -1.615 -1.120 0.412 -0.72
N 1.836 -0.472 -0.740 -0.33
H -2.089 1.598 -0.652 0.34
C 2.596 -0.087 0.343 0.51
H -2.460 -0.990 -0.219 0.23
H -1.860 -0.533 1.335 0.27
N -0.333 0.821 -0.519 -0.40
H 2.302 -0.420 1.315 0.12
```

Values from the calculation:
highest occupied orbital energy = -0.351 Ha
multiplicity = 1
molar mass = 117.11 g/mol
HOMO-LUMO gap = 10.32 eV
structure (SMILES) = C/C(=N\N)ONC=O



It turns out *x* is the most stable, with the second structure 199.5 kJ/mol higher.



*w*
DFT (the ωB97M-V functional and the def2-TZVPD basis) results for a structure of composition C3H7N3O2.

```
15
Properties=species:S:1:pos:R:3:nbo_charge:R:1
H -1.913 0.957 1.300 0.15
H -1.011 0.445 -1.809 0.43
O -1.518 1.534 -0.594 -0.63
C 0.861 0.421 -0.016 -0.37
H 1.850 0.814 0.487 0.22
N -0.286 -0.669 -1.969 -0.73
H 0.482 1.362 -0.638 0.27
O -0.050 -0.292 2.116 -0.52
N -0.062 0.549 1.030 -0.14
H 1.026 -2.540 -1.129 0.42
N 1.401 -1.822 -0.441 -0.88
H -0.024 -1.160 1.620 0.48
C 0.755 -0.710 -0.985 0.36
C -1.236 1.212 0.616 0.51
H 2.483 -1.754 -0.040 0.43
```

Values from the calculation:
highest occupied orbital energy = -0.329 Ha
multiplicity = 1
molar mass = 117.11 g/mol
HOMO-LUMO gap = 9.40 eV



*x*
DFT (the ωB97M-V functional and the def2-TZVPD basis) results for a structure of composition C3H7N3O2.

```
15
Properties=species:S:1:pos:R:3:nbo_charge:R:1
C 1.445 -0.892 0.160 0.50
H -1.679 1.186 -0.683 0.22
O 2.352 1.167 -0.663 -0.63
C 0.158 -0.326 0.261 -0.28
H -1.698 0.884 1.056 0.22
N -0.886 -1.223 -0.462 -0.05
H 2.677 1.896 -0.110 0.46
H -3.355 1.082 0.175 0.23
C -2.220 0.667 0.179 -0.44
N 2.550 -0.114 0.384 -0.36
O 1.797 -2.117 -0.071 -0.59
N -2.092 -0.758 -0.145 -0.35
H 3.356 -0.612 -0.243 0.42
H 0.485 0.628 1.158 0.26
H -2.888 -1.467 -0.997 0.39
```

Values from the calculation:
highest occupied orbital energy = -0.317 Ha
multiplicity = 1
molar mass = 117.11 g/mol
HOMO-LUMO gap = 8.02 eV



*y*
DFT (the ωB97M-V functional and the def2-TZVPD basis) results for a structure of composition C3H7N3O2.

```
15
Properties=species:S:1:pos:R:3:nbo_charge:R:1
C -0.734 -0.414 -0.358 0.22
H 2.437 -0.827 1.151 0.19
H -1.810 -1.994 0.160 0.39
H 3.113 0.909 0.523 0.23
O -1.395 1.979 0.033 -0.54
H 1.064 0.791 1.164 0.20
C -0.792 0.994 -0.562 0.35
N 0.478 -1.068 -0.359 -0.30
H 2.133 -0.942 -0.835 0.36
C 2.148 0.224 0.652 -0.44
H -0.175 1.341 -1.540 0.18
N -1.884 -0.943 0.204 -0.32
O -3.279 -0.523 0.067 -0.53
H -2.857 0.665 0.343 0.51
N 1.552 -0.191 -0.644 -0.48
```

Values from the calculation:
highest occupied orbital energy = -0.323 Ha
multiplicity = 1
molar mass = 117.11 g/mol
HOMO-LUMO gap = 7.85 eV



It turns out *w* is the most stable, with the second structure 156.9 kJ/mol higher.